Entry from OMol25: a 9-piece molecular cluster, H18O9 overall in a non-equilibrium geometry (ωB97M-V/def2-TZVPD).

```
27
Properties=species:S:1:pos:R:3:mulliken_charge:R:1
O -0.2777 -0.5238 0.4682 -0.41
H -1.1781 -0.2248 0.2521 0.25
H 0.0405 0.3426 0.7545 0.19
O -2.9138 0.0352 -0.6399 -0.67
H -3.7177 -0.4231 -1.1056 0.31
H -2.6983 0.6784 -1.3384 0.32
O 0.8091 -1.0682 -2.4653 -0.59
H 0.7500 -0.5443 -1.6867 0.31
H 1.5774 -1.4771 -2.5431 0.27
O 1.5660 0.8693 2.2600 -0.75
H 1.8545 0.8479 1.2530 0.40
H 1.6837 -0.0667 2.4864 0.35
O 0.7824 -2.8599 0.9643 -0.58
H 0.4047 -2.0804 0.7870 0.33
H 1.1463 -3.0286 0.1075 0.30
O 2.0220 1.1055 -0.2105 -0.58
H 2.7685 1.7359 -0.4294 0.32
H 2.3616 0.5856 -0.8172 0.20
O -1.0911 1.9681 2.8258 -0.62
H -0.3171 1.5908 2.6800 0.32
H -1.5954 1.3138 3.3360 0.31
O -1.3994 -3.0087 -0.7459 -0.55
H -1.5573 -2.7079 -1.6092 0.30
H -1.7465 -2.3659 -0.1615 0.26
O 0.1682 3.0594 -1.8018 -0.66
H 0.4155 2.3315 -1.1923 0.37
H 0.1421 3.9154 -1.4280 0.31
```

Properties
Orbital gap in eV: 10.061
Total charge: 0
Relative energy (zero: lowest compared OMol25 entry of this formula, charge and spin) in eV: 4.284
SMILES: O.O.O.O.O.O.O.O.O

***

Entry from OMol25: C51H92BrFIN6O9P as an isolated structure in a non-equilibrium geometry (ωB97M-V/def2-TZVPD).

```
162
Properties=species:S:1:pos:R:3:lowdin_spin:R:1
C 4.0829 -1.1348 2.6707 0.00
N 2.9611 -1.9052 2.1355 0.00
C 1.7313 -1.1742 1.7770 0.00
C 1.7702 -0.1482 0.5503 0.00
C 1.2191 1.2858 0.9639 0.00
I 2.6625 2.1736 2.4322 0.00
P -0.3433 1.4620 2.0494 0.00
O -1.1141 -0.0751 2.3074 0.00
Br -1.7522 2.8393 0.8394 0.00
O 1.0353 2.1465 -0.1780 0.00
C 1.9170 1.8754 -1.2698 0.00
F 3.2625 2.2065 -0.7802 0.00
C 1.6901 3.0162 -2.3600 0.00
C 2.2945 4.4537 -1.8750 0.00
C 1.4501 5.6639 -2.5422 0.00
O 0.8224 5.3082 -3.7964 0.00
C 0.7646 6.4235 -4.7183 0.00
C 1.8451 0.3299 -1.8415 0.00
O 3.2934 0.0795 -2.0007 0.00
C 1.3867 0.2218 -3.3666 0.00
C 0.1212 0.8820 -4.0378 0.00
C -0.2800 0.8142 -5.5132 0.00
C 0.5941 0.0559 -6.5325 0.00
C 1.8871 -0.5813 -5.9836 0.00
C 2.2464 -0.4913 -4.4949 0.00
N 1.3352 -0.6585 -0.8393 0.00
C -0.1153 -1.0018 -0.8005 0.00
C -1.2518 0.0019 -1.2577 0.00
C -2.7096 -0.2391 -0.5567 0.00
C -3.7304 0.6189 -1.4993 0.00
O -5.0398 -0.0038 -1.6317 0.00
C -5.8877 1.0414 -2.1506 0.00
O -7.0313 0.7040 -2.5599 0.00
C 2.0178 -2.0349 -0.8979 0.00
C 2.1987 -2.7750 -2.2750 0.00
C 1.0776 -3.3448 -3.2726 0.00
N 3.4498 -3.0265 -2.6624 0.00
H 3.7171 -0.4972 3.5550 0.00
H 4.5712 -0.4199 1.9200 0.00
H 4.8525 -1.8735 3.1159 0.00
H 3.1836 -2.7088 1.5500 0.00
H 1.4516 -0.6118 2.7525 0.00
H 0.9209 -2.0000 1.7094 0.00
H 2.9189 0.0229 0.4639 0.00
H -1.0285 -0.2412 3.2733 0.00
H 0.5549 3.1548 -2.4849 0.00
H 2.2150 2.8164 -3.3700 0.00
H 3.4080 4.5481 -2.1374 0.00
H 2.1298 4.5143 -0.7470 0.00
H 0.6082 5.9047 -1.7910 0.00
H 2.0721 6.6123 -2.6701 0.00
H 0.3580 7.3931 -4.2747 0.00
H 0.0265 6.1125 -5.5517 0.00
H 1.7889 6.5152 -5.2147 0.00
H 3.6715 0.6988 -2.6569 0.00
H -0.5843 1.5045 -3.3704 0.00
H -1.2367 1.3271 -5.9011 0.00
H 0.2432 0.0124 -7.6209 0.00
H 2.5858 -1.1225 -6.7234 0.00
H 3.2500 -0.9927 -4.2226 0.00
H -0.5033 -1.3777 0.2278 0.00
H -0.2802 -1.9587 -1.4352 0.00
H -0.9887 1.1057 -1.3326 0.00
H -1.5358 -0.3101 -2.3406 0.00
H -2.8128 0.2267 0.4682 0.00
H -3.0452 -1.3273 -0.6042 0.00
H -3.8943 1.6349 -0.9649 0.00
H -3.2858 0.8753 -2.5193 0.00
H -5.5865 2.1412 -2.1947 0.00
H 1.3767 -2.7964 -0.3036 0.00
H 3.0801 -1.9378 -0.4548 0.00
H 0.3661 -4.0097 -2.6760 0.00
H 0.4874 -2.4426 -3.6945 0.00
H 1.4740 -3.9478 -4.1498 0.00
H 3.4512 -3.5096 -3.5715 0.00
C -3.4348 -2.1005 5.4152 0.00
C -3.5801 -3.0586 4.2063 0.02
C -4.8777 -3.8828 4.3496 0.01
C -4.7832 -4.9828 5.4022 0.00
C -3.5642 -5.8664 5.1558 0.01
C -2.2483 -5.0697 5.0314 0.02
N -2.3595 -3.9151 4.0885 0.33
O -2.3276 -4.4143 2.8217 0.59
C -1.8052 -4.5703 6.4274 0.00
C -1.1200 -6.0578 4.6305 0.00
C -3.7474 -2.0986 2.9992 0.00
H -3.7092 -2.5559 6.3654 0.00
H -2.4132 -1.7152 5.4951 0.00
H -4.0930 -1.2324 5.3150 0.00
H -5.1312 -4.3465 3.3887 0.00
H -5.7157 -3.2225 4.5973 0.00
H -4.7471 -4.5520 6.4072 0.00
H -5.6892 -5.5961 5.3680 0.00
H -3.4852 -6.5979 5.9678 0.00
H -3.7373 -6.4468 4.2420 0.00
H -0.9512 -3.8907 6.3498 0.00
H -1.4942 -5.4062 7.0612 0.00
H -2.5929 -4.0683 6.9859 0.00
H -1.3370 -6.5917 3.7024 0.00
H -0.9828 -6.8237 5.3990 0.00
H -0.1642 -5.5364 4.5119 0.00
H -2.8488 -1.4923 2.8506 0.00
H -4.5852 -1.4131 3.1586 0.00
H -3.9643 -2.6261 2.0665 0.00
C 8.6726 0.7845 5.6007 0.00
C 7.1269 0.8885 5.5946 0.02
C 6.6990 2.2970 6.0608 0.01
C 6.8574 2.5120 7.5626 0.00
C 6.1539 1.4080 8.3456 0.01
C 6.5800 -0.0116 7.9158 0.02
N 6.5413 -0.2016 6.4338 0.33
O 5.2363 -0.3434 6.0716 0.58
C 7.9999 -0.3160 8.4500 0.00
C 5.6876 -1.0339 8.6696 0.00
C 6.7585 0.7424 4.0948 0.00
H 9.1356 1.2549 6.4667 0.00
H 8.9994 -0.2585 5.5534 0.00
H 9.1080 1.2916 4.7345 0.00
H 5.6487 2.4729 5.7967 0.00
H 7.2768 3.0598 5.5279 0.00
H 7.9157 2.5601 7.8351 0.00
H 6.4296 3.4814 7.8375 0.00
H 6.3480 1.5510 9.4146 0.00
H 5.0718 1.5286 8.2162 0.00
H 8.3783 -1.2599 8.0465 0.00
H 7.9955 -0.4112 9.5401 0.00
H 8.7276 0.4643 8.2361 0.00
H 4.6216 -0.8789 8.4867 0.00
H 5.8278 -0.9493 9.7510 0.00
H 5.9394 -2.0608 8.3850 0.00
H 7.0376 -0.2451 3.7142 0.00
H 7.2824 1.4887 3.4902 0.00
H 5.6926 0.8951 3.9074 0.00
C -4.3914 3.5818 -7.7305 0.00
C -4.7021 2.2320 -8.4248 0.02
C -6.0718 2.3149 -9.1330 0.01
C -7.2549 2.2646 -8.1712 0.00
C -7.1555 1.0521 -7.2511 0.01
C -5.8046 0.9562 -6.5121 0.02
N -4.6329 1.1201 -7.4266 0.32
O -4.4847 -0.0442 -8.1171 0.60
C -5.7470 2.0158 -5.3872 0.00
C -5.7715 -0.3889 -5.7379 0.00
C -3.6005 2.1207 -9.5128 0.00
H -5.2546 4.0238 -7.2350 0.00
H -3.5853 3.4742 -6.9979 0.00
H -4.0624 4.3337 -8.4539 0.00
H -6.1720 1.4877 -9.8459 0.00
H -6.1322 3.2341 -9.7256 0.00
H -7.3138 3.1865 -7.5848 0.00
H -8.1860 2.2103 -8.7442 0.00
H -7.9780 1.0860 -6.5278 0.00
H -7.3179 0.1490 -7.8511 0.00
H -4.7489 2.0584 -4.9377 0.00
H -6.4502 1.7749 -4.5859 0.00
H -6.0199 3.0183 -5.7114 0.00
H -5.9176 -1.2539 -6.3889 0.00
H -6.5710 -0.4284 -4.9925 0.00
H -4.8210 -0.5144 -5.2073 0.00
H -2.6055 2.0540 -9.0614 0.00
H -3.6092 2.9989 -10.1652 0.00
H -3.7400 1.2567 -10.1675 0.00
```

Properties
2S+1: 4
Orbital gap (alpha / beta) in eV: 7.360 / 7.987
Total charge: +1

***

Entry from OMol25: the molecule C15H22N2O4 in a non-equilibrium geometry (ωB97M-V/def2-TZVPD).

```
43
Properties=species:S:1:pos:R:3:mulliken_charge:R:1
C 4.4059 -1.4168 -0.0483 -1.25
C 3.1515 -0.7881 0.5974 -0.67
C 2.0952 -0.7865 -0.5337 0.71
C 2.3886 0.2384 -1.6253 -2.16
C 0.7247 -0.4447 0.2372 -0.15
N 0.7707 0.6747 1.1926 -0.02
C 0.0608 1.8273 1.2799 -0.42
O -0.1885 2.2783 2.4007 -0.65
C -0.4689 2.6108 0.0615 0.48
N 0.1177 2.1511 -1.1876 -0.51
C -1.9672 2.5248 0.0143 -1.37
C -2.5600 1.1177 0.0678 0.41
C -2.4344 0.2380 1.1498 0.00
C -2.8796 -1.0897 1.1336 -0.43
C -3.2774 -1.6674 -0.0158 0.49
O -3.4569 -3.0089 -0.2129 -0.63
C -3.6712 -0.7836 -1.0528 -0.86
C -3.3786 0.6017 -0.9587 -0.58
C 0.0875 -1.6403 0.9405 0.38
O -0.0504 -1.5365 2.1273 -0.57
O -0.2525 -2.7325 0.1723 -0.48
H 4.7225 -0.7060 -0.8226 0.30
H 5.1501 -1.5325 0.6988 0.44
H 4.1398 -2.4124 -0.5013 0.29
H 3.3690 0.1700 0.9198 0.33
H 2.7739 -1.4291 1.3940 0.37
H 2.0107 -1.8162 -0.9883 0.41
H 1.4967 0.4095 -2.1883 0.53
H 3.1950 -0.1050 -2.2437 0.51
H 2.7415 1.1929 -1.2390 0.38
H -0.1169 -0.2117 -0.5114 0.38
H 0.6118 0.2502 2.1195 0.39
H -0.2417 3.6581 0.2167 0.51
H 1.1131 2.2757 -1.1060 0.08
H 0.0506 2.7961 -1.9424 0.26
H -2.3967 3.0434 -0.8578 0.39
H -2.2489 3.0828 1.0344 0.31
H -1.8829 0.5936 1.9898 0.54
H -2.8484 -1.6871 2.0116 0.35
H -2.9332 -3.4425 0.4886 0.38
H -4.3878 -1.1411 -1.7083 0.49
H -3.7645 1.2176 -1.8228 0.22
H 0.2289 -2.5739 -0.6814 0.44
```

Properties
Orbital gap in eV: 8.948
Total charge: 0
Relative energy (zero: lowest compared OMol25 entry of this formula, charge and spin) in eV: 2.819
SMILES: CC[C@H](C)[C@H](NC(=O)[C@@H](N)Cc1ccc(O)cc1)C(=O)O